Record 1
{"formula": "C42H31FN3O6PdS4", "method": "ωB97M-V with the def2-TZVPD basis set", "lumo_energy_ev": [-3.152, -5.614], "e_tot_ha": -4054.95795, "s2": 6.051, "relative_energy_kcal_mol": 48.3, "total_charge": 1, "spin_multiplicity": 5, "orbital_gap_ev": [7.5, 5.0], "homo_energy_ev": [-10.665, -10.606], "mol_weight_g_mol": 927.41, "symbols": ["Pd", "O", "S", "O", "N", "C", "C", "C", "C", "C", "C", "C", "C", "N", "C", "C", "C", "C", "C", "C", "C", "H", "H", "H", "H", "H", "H", "H", "H", "H", "H", "H", "C", "C", "C", "C", "C", "C", "C", "F", "C", "C", "C", "O", "C", "C", "N", "C", "C", "O", "O", "H", "H", "H", "H", "H", "H", "H", "H", "H", "H", "H", "O", "C", "C", "C", "C", "C", "S", "C", "C", "C", "C", "S", "C", "C", "C", "C", "S", "H", "H", "H", "H", "H", "H", "H", "H", "H"], "positions_angstrom": [[-0.9396, -0.7531, 1.2599], [-1.8021, 0.6519, 2.7874], [-2.9881, -0.1369, 3.1084], [-3.2561, -0.3565, 4.4958], [-2.7117, -1.4913, 2.2487], [-2.6743, -2.7394, 2.7610], [-3.3960, -3.2051, 3.8652], [-3.3004, -4.5424, 4.2409], [-2.5405, -5.4389, 3.5242], [-1.8085, -5.0141, 2.3881], [-1.0375, -5.8738, 1.5817], [-0.3618, -5.3505, 0.5121], [-0.4022, -3.9687, 0.2790], [-1.0974, -3.1376, 1.0244], [-1.8346, -3.6505, 2.0326], [-4.4208, 0.5570, 2.3316], [-4.3290, 1.7151, 1.5794], [-5.4714, 2.2353, 0.9913], [-6.6830, 1.5729, 1.1301], [-6.7556, 0.3910, 1.8584], [-5.6270, -0.1148, 2.4777], [-4.0149, -2.5204, 4.4234], [-3.8471, -4.8791, 5.1102], [-2.4839, -6.4774, 3.8210], [-1.0058, -6.9327, 1.8011], [0.1933, -5.9819, -0.1652], [0.1368, -3.5435, -0.5568], [-3.3704, 2.1953, 1.4632], [-5.4112, 3.1475, 0.4142], [-7.5734, 1.9779, 0.6687], [-7.6967, -0.1339, 1.9405], [-5.6686, -1.0148, 3.0767], [6.2624, 0.0629, -1.0819], [5.5258, -0.9436, -1.9594], [5.6680, -0.5631, -3.4279], [4.9674, -1.5918, -4.3012], [3.5212, -1.6630, -3.9025], [2.5600, -2.0244, -4.8183], [1.2187, -2.0599, -4.4500], [0.3064, -2.4176, -5.3643], [0.8186, -1.7434, -3.1826], [1.7831, -1.4033, -2.2242], [1.3382, -1.1647, -0.8503], [0.1046, -1.1721, -0.6076], [2.3895, -0.9948, 0.0856], [3.6885, -0.9157, -0.3457], [4.0871, -1.0372, -1.6145], [3.1430, -1.3548, -2.5791], [2.2015, -0.8969, 1.6002], [3.2075, -0.7225, 2.2708], [1.0262, -1.0667, 2.0814], [7.2440, 0.2458, -1.5144], [6.4075, -0.2924, -0.0645], [5.7218, 1.0072, -1.0541], [5.9601, -1.9390, -1.8115], [6.7251, -0.5065, -3.6831], [5.2249, 0.4227, -3.5925], [5.4370, -2.5714, -4.1700], [5.0526, -1.3286, -5.3552], [2.8354, -2.2817, -5.8317], [-0.2243, -1.7582, -2.9026], [4.4357, -0.7392, 0.4147], [-0.5740, 1.2628, 0.4134], [-0.4032, 2.6445, 0.2364], [-0.3052, 3.6227, 1.4195], [0.6321, 4.6213, 1.4919], [0.5520, 5.3972, 2.6692], [-0.4866, 5.0191, 3.4589], [-1.3600, 3.7145, 2.7967], [0.8946, 2.7862, -0.5398], [1.1497, 3.3883, -1.7353], [2.5174, 3.3151, -2.0881], [3.2615, 2.6612, -1.1516], [2.3169, 2.1084, 0.1640], [-1.5810, 3.0594, -0.6447], [-2.1270, 4.2784, -0.8941], [-3.1591, 4.2038, -1.8678], [-3.3843, 2.9339, -2.3004], [-2.3459, 1.7953, -1.5451], [1.3732, 4.7986, 0.7291], [1.2503, 6.1829, 2.9109], [-0.7569, 5.4235, 4.4196], [0.4064, 3.9013, -2.3256], [2.9265, 3.7475, -2.9879], [4.3250, 2.4958, -1.1586], [-1.7935, 5.1912, -0.4247], [-3.6777, 5.0661, -2.2573], [-4.1090, 2.6081, -3.0271]], "lowdin_spin": [1.5535, 0.0869, 0.0228, 0.0128, 0.3429, 0.0628, 0.1576, 0.0019, 0.1903, 0.0082, 0.0260, -0.0078, 0.0319, 0.0865, 0.0535, 0.0059, 0.0044, 0.0004, 0.0054, -0.0006, 0.0053, 0.0051, -0.0032, 0.0088, 0.0009, -0.0007, 0.0020, 0.0001, 0.0000, 0.0003, -0.0001, 0.0001, 0.0000, -0.0002, 0.0000, 0.0002, 0.0003, -0.0006, -0.0002, 0.0000, 0.0003, 0.0068, 0.0095, 0.1139, 0.0005, -0.0006, -0.0017, 0.0006, 0.0098, 0.0221, 0.1696, 0.0000, 0.0000, 0.0000, -0.0001, 0.0000, 0.0000, 0.0000, 0.0000, 0.0000, 0.0002, 0.0004, 0.7814, 0.0508, -0.0027, 0.0019, 0.0009, 0.0026, 0.0021, 0.0455, 0.0127, 0.0145, 0.0159, 0.0192, 0.0432, 0.0038, 0.0075, -0.0018, 0.0053, 0.0005, 0.0000, 0.0001, 0.0002, 0.0009, 0.0004, -0.0003, 0.0012, -0.0003]}



Record 2
{"formula": "C40H67F6IN3O8S", "method": "ωB97M-V with the def2-TZVPD basis set", "lumo_energy_ev": -4.479, "e_tot_ha": -3625.24415, "total_charge": 1, "spin_multiplicity": 1, "orbital_gap_ev": 6.6, "homo_energy_ev": -11.080, "mol_weight_g_mol": 990.95, "symbols": ["C", "C", "C", "C", "C", "C", "C", "C", "C", "C", "C", "C", "C", "C", "C", "C", "C", "O", "C", "F", "F", "C", "F", "F", "C", "F", "F", "C", "O", "O", "C", "N", "I", "C", "C", "C", "C", "S", "C", "N", "N", "C", "O", "H", "H", "H", "H", "H", "H", "H", "H", "H", "H", "H", "H", "H", "H", "H", "H", "H", "H", "H", "H", "H", "H", "H", "H", "H", "H", "H", "H", "H", "H", "H", "H", "H", "H", "H", "H", "H", "H", "H", "H", "H", "H", "H", "C", "C", "O", "C", "H", "H", "H", "H", "H", "H", "C", "C", "O", "C", "H", "H", "H", "H", "H", "H", "C", "C", "O", "C", "H", "H", "H", "H", "H", "H", "C", "C", "O", "C", "H", "H", "H", "H", "H", "H"], "positions_angstrom": [[-2.5762, 4.4219, 0.4763], [-3.1868, 4.3228, -0.9367], [-2.5731, 3.1420, -1.7073], [-2.5489, 1.8247, -0.8916], [-2.8411, 0.6507, -1.8341], [-3.0919, -0.6357, -0.9905], [-1.8095, -1.4836, -0.8831], [-1.6320, -1.9499, 0.5966], [-0.6214, -1.0057, 1.3039], [0.7964, -1.5515, 1.2553], [1.6741, -1.1930, 0.0644], [3.0761, -1.7999, 0.4114], [3.0146, -3.3692, 0.3132], [4.0857, -4.0303, -0.5596], [3.6777, -4.2717, -2.0460], [2.5493, -3.3930, -2.5745], [4.3577, -1.0823, 0.0080], [5.3409, -1.2349, 0.6752], [4.4888, -0.1950, -1.2452], [3.3734, 0.4601, -1.5546], [4.7107, -1.0381, -2.2780], [5.6963, 0.7693, -1.2196], [5.6509, 1.4248, -2.4092], [6.8353, 0.1351, -1.2180], [5.6345, 1.8600, -0.1109], [4.3986, 2.0435, 0.3641], [6.4222, 1.4711, 0.8908], [6.2615, 3.1653, -0.6721], [7.4380, 3.3162, -0.6169], [5.4334, 4.1048, -1.2214], [3.0712, -1.5114, 1.9621], [1.6675, -1.3143, 2.4568], [1.4603, 0.7565, 2.9300], [1.2006, -2.0752, 3.6635], [2.0958, -2.1058, 4.9286], [1.3066, -1.8148, 6.2477], [1.6904, -0.4835, 6.9072], [1.6605, -0.7484, 8.7364], [1.9288, 0.8697, 9.3667], [2.9885, 1.4615, 9.0934], [2.8823, 2.6974, 9.7163], [1.7995, 2.7217, 10.2886], [1.1076, 1.5839, 10.1218], [-3.0761, 3.6960, 1.1119], [-1.5136, 4.1896, 0.4242], [-2.6664, 5.4195, 0.8969], [-2.9477, 5.2516, -1.4551], [-4.2653, 4.2011, -0.9065], [-1.5661, 3.3769, -2.0514], [-3.2077, 2.9951, -2.5798], [-3.2374, 1.8599, -0.0533], [-1.5333, 1.7328, -0.4964], [-1.9707, 0.4567, -2.4591], [-3.7307, 0.8381, -2.4234], [-3.4330, -0.3167, -0.0050], [-3.9014, -1.2334, -1.4078], [-0.9576, -0.8494, -1.1128], [-1.8616, -2.3655, -1.5161], [-2.5537, -1.8591, 1.1596], [-1.3201, -2.9919, 0.6840], [-0.9865, -0.8897, 2.3242], [-0.6826, -0.0164, 0.8564], [0.6332, -2.6329, 1.2403], [1.7633, -0.1034, 0.1134], [1.2833, -1.4908, -0.8983], [2.0153, -3.6510, -0.0036], [3.1198, -3.7743, 1.3154], [5.0487, -3.5274, -0.5374], [4.2593, -5.0160, -0.1334], [4.5540, -4.0669, -2.6583], [3.4825, -5.3298, -2.1885], [2.4872, -3.5629, -3.6485], [2.7559, -2.3332, -2.4528], [1.5657, -3.6469, -2.1838], [5.5787, 4.0619, -2.1771], [3.5295, -0.5460, 2.1441], [3.7083, -2.1403, 2.5718], [0.2606, -1.6253, 3.9631], [0.9522, -3.0942, 3.3744], [2.4225, -3.1386, 5.0290], [2.9879, -1.4983, 4.8092], [0.2538, -1.7795, 5.9878], [1.5299, -2.5997, 6.9627], [2.6865, -0.1340, 6.6635], [0.9963, 0.3243, 6.7007], [1.4420, 3.5665, 10.8397], [2.6838, 6.5806, 3.3259], [2.6428, 5.1925, 3.9116], [1.6376, 4.5139, 3.8447], [3.8983, 4.6916, 4.5704], [1.7189, 6.8150, 2.8816], [2.8979, 7.3097, 4.1084], [3.4511, 6.6357, 2.5524], [4.1676, 5.3351, 5.4062], [4.7150, 4.6706, 3.8463], [3.7360, 3.6846, 4.9450], [-5.3734, -1.9650, -5.0615], [-4.9028, -2.8124, -3.9158], [-4.3099, -2.3348, -2.9681], [-5.1970, -4.2871, -3.9931], [-5.0956, -0.9278, -4.8834], [-4.9003, -2.3014, -5.9813], [-6.4608, -2.0269, -5.1527], [-4.7197, -4.7114, -4.8770], [-6.2749, -4.4509, -4.0399], [-4.8045, -4.7820, -3.1067], [-1.6972, -1.3406, -7.0736], [-2.2434, -2.7438, -7.1583], [-3.1548, -3.1086, -6.4468], [-1.6091, -3.6708, -8.1635], [-2.2426, -0.7848, -6.3131], [-0.6412, -1.3674, -6.8009], [-1.8165, -0.8354, -8.0332], [-0.5493, -3.7972, -7.9374], [-1.7244, -3.2656, -9.1698], [-2.0966, -4.6421, -8.1179], [-7.1265, 1.0336, -3.1937], [-6.8920, 2.0794, -2.1331], [-5.7891, 2.2751, -1.6740], [-8.0906, 2.8698, -1.6693], [-6.1848, 0.5444, -3.4298], [-7.8313, 0.2841, -2.8302], [-7.5195, 1.5000, -4.0986], [-8.8368, 2.1993, -1.2404], [-8.5253, 3.4155, -2.5079], [-7.7805, 3.5830, -0.9087]], "lowdin_charge": [-0.1110, -0.2514, -0.2182, -0.2144, -0.1910, -0.1945, -0.1706, -0.1573, -0.2031, -0.3598, -0.0674, -0.2465, -0.1021, -0.1614, -0.2194, -0.1037, -0.2174, 0.1919, -0.3728, 0.1640, 0.1530, -0.3815, 0.1457, 0.2199, -0.3773, 0.1502, 0.1631, -0.3985, 0.2157, 0.1180, -0.1472, -0.4292, 1.2752, -0.2001, -0.1639, -0.2397, -0.4540, 0.9855, -0.7389, 0.0676, 0.0733, -0.2127, 0.0804, 0.0611, 0.0667, 0.0651, 0.0989, 0.0859, 0.1073, 0.0944, 0.1009, 0.0968, 0.1081, 0.0838, 0.0993, 0.0709, 0.0837, 0.1063, 0.1051, 0.1063, 0.0903, 0.0856, 0.1352, 0.0997, 0.1207, 0.1100, 0.1140, 0.1051, 0.1099, 0.1033, 0.1039, 0.0806, 0.0528, 0.0717, 0.1332, 0.0518, 0.1439, 0.0846, 0.1419, 0.1129, 0.1012, 0.1078, 0.0881, 0.0690, 0.0745, 0.1404, -0.0176, -0.5030, 0.0298, -0.0180, 0.0837, 0.0903, 0.0880, 0.0917, 0.0877, 0.0744, -0.0252, -0.4733, 0.0430, -0.0129, 0.0713, 0.0542, 0.0915, 0.0803, 0.0878, 0.0813, -0.0091, -0.4725, 0.0450, -0.0154, 0.0801, 0.0868, 0.0903, 0.0872, 0.0896, 0.0836, -0.0113, -0.4823, 0.0717, -0.0175, 0.0570, 0.0916, 0.0916, 0.0872, 0.0878, 0.0820]}



Record 3
{"formula": "C2F4N2", "method": "ωB97M-V with the def2-TZVPD basis set", "lumo_energy_ev": 0.012, "e_tot_ha": -585.05864, "relative_energy_kcal_mol": 35.0, "spin_multiplicity": 1, "orbital_gap_ev": 10.8, "homo_energy_ev": -10.753, "mol_weight_g_mol": 128.03, "symbols": ["C", "C", "N", "N", "F", "F", "F", "F"], "positions_angstrom": [[0.7768, 0.0326, -0.0347], [-1.2324, 0.0193, -0.0658], [1.4330, 0.1859, 1.2414], [1.2378, 1.2225, 0.5891], [1.4468, -0.5406, -0.9853], [-1.6026, 1.1475, 0.4616], [-1.4046, 0.0373, -1.3651], [-1.6940, -1.0882, 0.4931]], "lowdin_charge": [-0.4313, -0.5150, 0.1659, 0.1406, 0.1195, 0.1898, 0.1605, 0.1699]}



Record 4
{"formula": "C3H6N2OS", "method": "ωB97M-V with the def2-TZVPD basis set", "lumo_energy_ev": 0.458, "e_tot_ha": -700.67949, "relative_energy_kcal_mol": 131.6, "spin_multiplicity": 1, "orbital_gap_ev": 9.4, "homo_energy_ev": -8.980, "mol_weight_g_mol": 118.16, "symbols": ["C", "C", "C", "H", "H", "H", "H", "H", "H", "N", "N", "O", "S"], "positions_angstrom": [[-2.4889, -0.2139, -0.0399], [-0.1421, 0.7542, 0.4939], [2.2583, -0.8214, -0.2309], [-2.8864, -1.1037, -0.8185], [-2.8638, -0.7865, 1.2435], [-2.7728, 0.8846, -0.3348], [-0.7135, 1.5061, 1.1725], [2.4206, 1.1985, -1.2958], [2.9996, -1.0632, -0.9355], [1.0194, 1.2082, 0.4523], [1.9433, 0.5957, -0.3787], [1.8936, -1.4104, 0.8020], [-0.6673, -0.7482, -0.1301]], "lowdin_charge": [-0.4253, -0.5837, -0.3305, 0.0517, 0.1534, 0.0531, 0.1266, 0.2314, 0.0950, -0.0777, -0.0791, -0.0637, 0.8489]}